Record 1
Entry from the Open Molecules 2025 dataset: a molecular structure, C41H53IN5O10P2SiW in a non-equilibrium geometry (ωB97M-V/def2-TZVPD).

The geometry in XYZ format:
```
114
Properties=species:S:1:pos:R:3:lowdin_charge:R:1
W -1.25 -0.37 0.12 1.449
N -1.90 4.92 -0.38 0.150
C -1.83 3.72 0.54 -0.433
C -1.98 4.20 1.98 -0.069
P -0.15 2.99 0.18 0.397
O 0.59 2.95 1.60 -0.102
O 0.50 3.97 -0.73 -0.272
O -0.37 1.59 -0.31 -0.454
P -3.21 2.62 -0.09 0.415
O -4.32 2.72 1.06 -0.115
O -3.68 3.33 -1.32 -0.266
O -2.78 1.18 -0.23 -0.460
H -0.96 5.01 -0.82 0.116
H -2.14 5.77 0.14 0.159
H -2.63 4.69 -1.09 0.113
H -1.20 4.93 2.21 0.092
H -1.87 3.38 2.68 0.061
H -2.96 4.66 2.13 0.091
H 1.24 3.65 1.65 0.084
H -5.19 2.88 0.69 0.091
C 6.44 -2.13 -0.33 -0.056
O 5.23 -1.70 0.28 -0.095
C 5.31 -0.77 1.27 -0.212
C 6.48 -0.25 1.78 -0.010
C 6.44 0.72 2.77 -0.075
C 5.22 1.18 3.24 -0.081
C 4.03 0.66 2.74 -0.027
C 4.07 -0.32 1.76 -0.142
N 2.94 -0.91 1.14 0.178
C 1.64 -0.55 1.24 -0.414
N 1.16 -0.30 2.46 0.150
C -0.04 0.31 2.88 -0.230
C -1.20 0.44 2.11 -0.263
C -2.35 0.91 2.75 -0.138
C -2.34 1.28 4.08 -0.072
C -1.17 1.20 4.83 -0.006
C -0.03 0.72 4.22 -0.209
O 1.18 0.56 4.86 -0.111
C 1.20 0.65 6.28 -0.052
N 0.89 -0.53 0.14 -0.068
C 1.63 -0.26 -1.05 -0.229
C 1.55 -1.12 -2.13 -0.042
C 2.27 -0.88 -3.29 -0.069
C 3.09 0.22 -3.36 -0.059
C 3.21 1.09 -2.28 0.003
C 2.49 0.85 -1.12 -0.235
O 2.58 1.61 0.00 -0.115
C 3.53 2.66 0.03 -0.053
H 6.15 -2.78 -1.16 0.097
H 7.05 -2.69 0.38 0.101
H 7.00 -1.28 -0.72 0.098
H 7.44 -0.60 1.42 0.109
H 7.36 1.12 3.17 0.108
H 5.18 1.94 4.00 0.106
H 3.09 1.05 3.10 0.103
H 3.18 -1.39 0.28 0.144
H 1.78 -0.53 3.22 0.149
H -3.28 0.97 2.20 0.070
H -3.25 1.63 4.55 0.116
H -1.17 1.50 5.86 0.108
H 0.50 -0.06 6.71 0.104
H 0.97 1.66 6.61 0.095
H 2.22 0.39 6.58 0.097
H 0.95 -2.01 -2.01 0.090
H 2.19 -1.57 -4.12 0.113
H 3.66 0.42 -4.26 0.112
H 3.85 1.95 -2.35 0.112
H 3.50 3.06 1.03 0.091
H 3.28 3.44 -0.69 0.098
H 4.54 2.27 -0.16 0.105
C -0.09 -6.41 -0.30 -0.156
C 1.26 -6.03 0.33 -0.159
C 1.76 -4.86 -0.52 -0.221
O 0.62 -4.35 -1.21 -0.237
C -0.22 -5.46 -1.49 -0.210
H -0.90 -6.26 0.40 0.096
H -0.11 -7.45 -0.62 0.108
H 1.97 -6.85 0.33 0.108
H 1.12 -5.71 1.36 0.091
H 2.52 -5.18 -1.25 0.120
H 2.17 -4.04 0.08 0.100
H 0.09 -5.94 -2.43 0.120
H -1.24 -5.08 -1.62 0.108
I -0.86 -2.79 1.58 0.584
C -3.14 -1.18 0.46 -0.465
C -4.39 -1.50 0.96 -0.034
C -5.17 -2.30 0.14 -0.024
C -4.69 -2.75 -1.11 -0.027
C -3.44 -2.37 -1.53 -0.096
N -2.69 -1.60 -0.70 -0.188
H -4.73 -1.15 1.92 0.116
H -6.16 -2.58 0.45 0.118
H -5.30 -3.38 -1.74 0.119
H -3.01 -2.70 -2.46 0.104
C -1.25 -1.29 -3.57 -0.190
Si -1.62 0.30 -2.61 0.703
C -0.51 1.69 -3.14 -0.175
C -3.38 0.78 -3.12 -0.273
C -3.45 1.50 -4.32 -0.096
C -4.67 1.87 -4.87 -0.074
C -5.85 1.54 -4.23 -0.080
C -5.80 0.83 -3.04 -0.074
C -4.58 0.46 -2.50 -0.116
H -0.54 -1.03 -4.35 0.038
H -2.17 -1.62 -4.05 0.033
H -0.83 -2.12 -3.01 0.011
H -0.39 1.61 -4.22 0.047
H 0.48 1.65 -2.69 0.014
H -0.96 2.65 -2.90 0.039
H -2.55 1.78 -4.84 0.092
H -4.69 2.42 -5.80 0.106
H -6.80 1.83 -4.65 0.105
H -6.72 0.57 -2.53 0.104
H -4.59 -0.05 -1.55 0.069
```

For the total energy, the calculation gives -3957.35277 Ha. The total charge is +1. The HOMO-LUMO gap (alpha / beta) is 0.2322 / 0.2347 hartree.

---

Record 2
Entry from the Open Molecules 2025 dataset: a molecular structure, C41H54CrN2OPS4 (ωB97M-V/def2-TZVPD).

The geometry in XYZ format:
```
104
Properties=species:S:1:pos:R:3:lowdin_spin:R:1
Cr 0.54 0.45 0.50 0.969
S 2.32 -0.84 -0.30 -0.017
C 2.45 -0.47 -1.99 -0.003
C 3.69 -0.50 -2.66 -0.001
C 3.78 -0.17 -4.00 0.000
C 2.66 0.21 -4.73 0.000
C 1.43 0.25 -4.09 0.000
C 1.32 -0.10 -2.75 -0.001
S -0.25 -0.01 -1.92 -0.001
C -1.05 -1.57 -2.34 0.003
C -0.91 -2.71 -1.37 0.000
C -1.27 -4.00 -1.75 0.000
C -1.23 -5.00 -0.80 0.000
C -0.81 -4.70 0.49 0.000
C -0.43 -3.39 0.76 0.000
C 0.17 -3.03 2.10 -0.001
S 0.27 -1.27 2.48 -0.007
C -1.38 -0.89 3.03 0.000
C -1.77 -1.35 4.29 0.000
C -3.02 -1.05 4.78 0.001
C -3.88 -0.26 4.02 0.000
C -3.48 0.22 2.79 0.000
C -2.21 -0.08 2.27 -0.002
S -1.77 0.59 0.71 -0.012
N -0.50 -2.43 -0.14 0.010
H 4.57 -0.78 -2.10 0.000
H 4.75 -0.20 -4.49 0.000
H 2.75 0.48 -5.77 0.000
H 0.54 0.54 -4.63 0.000
H -0.71 -1.86 -3.33 0.000
H -2.11 -1.32 -2.43 0.000
H -1.58 -4.21 -2.77 0.000
H -1.52 -6.02 -1.05 0.000
H -0.77 -5.45 1.26 0.000
H 1.21 -3.37 2.11 0.000
H -0.34 -3.56 2.90 0.000
H -1.08 -1.94 4.87 0.000
H -3.32 -1.41 5.76 0.000
H -4.87 -0.02 4.40 0.000
H -4.15 0.84 2.21 0.000
C 3.57 3.11 0.24 0.000
C 3.95 2.78 1.70 -0.001
C 4.93 1.60 1.59 0.001
C 4.66 3.98 2.32 0.000
P 2.40 2.19 2.61 0.023
N 1.57 1.26 1.69 0.026
C 2.97 1.25 4.16 0.010
C 1.77 1.05 5.09 0.001
C 4.10 1.90 4.97 0.002
C 3.43 -0.16 3.72 0.002
C 1.36 3.67 3.13 0.002
C 1.24 4.63 1.93 0.001
C -0.08 3.19 3.40 0.000
C 1.88 4.47 4.33 0.000
H 4.49 3.24 -0.32 0.000
H 2.98 4.02 0.14 0.000
H 3.02 2.27 -0.19 0.000
H 5.71 1.88 0.87 0.000
H 4.44 0.70 1.23 0.000
H 5.43 1.39 2.53 0.000
H 5.59 4.15 1.77 0.000
H 4.92 3.83 3.37 0.000
H 4.08 4.90 2.24 0.000
H 1.44 1.97 5.57 0.000
H 2.06 0.36 5.89 0.000
H 0.93 0.60 4.56 0.000
H 3.84 2.89 5.34 0.000
H 5.03 1.97 4.42 0.000
H 4.29 1.27 5.85 0.001
H 2.80 -0.54 2.91 0.001
H 3.35 -0.83 4.57 0.000
H 4.46 -0.17 3.38 0.000
H 0.93 4.10 1.04 0.001
H 2.17 5.17 1.73 0.000
H 0.48 5.37 2.17 0.000
H -0.47 2.63 2.55 0.000
H -0.71 4.07 3.55 0.000
H -0.17 2.57 4.29 0.000
H 2.90 4.84 4.17 0.000
H 1.86 3.91 5.25 0.000
H 1.24 5.35 4.46 0.000
C 0.23 8.55 -2.73 0.000
C 0.31 7.07 -2.46 0.000
C 1.31 6.29 -3.03 0.000
C 1.41 4.94 -2.76 0.000
C 2.52 4.14 -3.40 0.000
C 0.49 4.35 -1.87 0.000
C 0.73 2.94 -1.53 -0.002
O 0.37 2.42 -0.48 -0.002
C -0.55 5.11 -1.31 0.000
C -1.66 4.55 -0.46 0.000
C -0.61 6.46 -1.62 0.000
H 0.82 8.82 -3.61 0.000
H 0.62 9.11 -1.88 0.000
H -0.80 8.86 -2.89 0.000
H 2.03 6.75 -3.70 0.000
H 3.12 4.79 -4.04 0.000
H 2.14 3.33 -4.02 0.000
H 3.19 3.70 -2.66 0.000
H 1.31 2.36 -2.25 0.000
H -1.45 3.59 -0.01 0.000
H -2.56 4.43 -1.08 0.000
H -1.91 5.26 0.33 0.000
H -1.41 7.06 -1.20 0.000
```

For the energy above the lowest of the compared OMol25 structures with the same formula, charge and spin, the calculation gives 46.0 kJ/mol. For the total energy, the calculation gives -4758.09222 Ha. The HOMO-LUMO gap (alpha / beta) is 0.2484 / 0.2440 hartree. The spin multiplicity is 2.